This record from the OMol25 dataset describes the molecule C3H6O3S in a non-equilibrium geometry. The level of theory is ωB97M-V/def2-TZVPD.

CARTESIAN COORDINATES (ANGSTROEM)
S1 -2.2594 0.8317 0.2000
O1 -1.4636 -0.5730 -1.0549
O2 -1.4009 1.1957 1.3115
O3 2.0604 -0.2078 -0.9430
C1 0.7823 -0.1472 -0.4100
C2 -0.2908 -0.8411 -1.1868
C3 0.6171 -0.7097 0.9744
H1 0.3451 0.8959 -0.3539
H2 0.9953 0.0544 1.7502
H3 1.1330 -1.6619 1.0928
H4 -0.4250 -0.8181 1.2399
H5 1.8104 0.2397 -1.7985
H6 -1.9039 1.7414 -0.8216

As for the energy: -20180.9881 eV. The calculation puts the largest force on an atom at 2.65 eV Å⁻¹. As for the gap between HOMO and LUMO (alpha / beta): 7.95 / 7.18 eV. Its lowest unoccupied orbital energy (alpha / beta) is -0.00980 / -0.02236 Ha. The value obtained for the HOMO energy (alpha / beta) is -0.3020 / -0.2861 Eh. The net charge is 0. For the energy relative to the best compared isomer or geometry (same formula, charge and spin), the calculation gives 90.80 kcal per mole.